*1*
CH2N4O in the gas phase. Source: OMol25; level of theory: wB97M-V/def2-TZVPD.

**Net charge**: 0
**Orbital gap**: 0.3706 hartree
**HOMO level**: -10.02 eV
**SMILES**: [H]/N=c1\nn[nH]o1

The geometry in XYZ format:
```
8
CH2N4O (wB97M-V/def2-TZVPD)
C -0.0631 -0.6749 -0.1585
H 0.4766 -2.4097 0.4203
H -0.9817 1.9249 0.4677
N -0.3729 -1.8390 0.0658
N 1.2632 0.0423 0.0418
N 0.9831 1.2271 -0.0413
N -0.3373 1.4615 -0.2240
O -0.9679 0.2678 -0.5717
```



*2*
A molecular structure, CH2N4O. Source: OMol25; level of theory: wB97M-V/def2-TZVPD.

**Net charge**: 0
**Orbital gap**: 0.3404 hartree
**HOMO level**: -9.82 eV

The geometry in XYZ format:
```
8
CH2N4O (wB97M-V/def2-TZVPD)
C -0.6956 -0.9209 0.3251
H 1.4819 1.5558 -0.6160
H 0.4383 -0.5542 -1.6611
N -0.4152 -0.0259 1.4098
N 0.1789 1.0624 1.1090
N 0.3607 1.0505 -0.2003
N -0.3158 -0.0992 -0.7535
O -1.0333 -2.0686 0.3870
```



*3*
CH2N4O in the gas phase. Source: OMol25; level of theory: wB97M-V/def2-TZVPD.

**Net charge**: 0
**Orbital gap**: 0.3481 hartree
**HOMO level**: -9.35 eV
**SMILES**: [H]/N=c1\nn[nH]o1

The geometry in XYZ format:
```
8
CH2N4O (wB97M-V/def2-TZVPD)
C -0.7271 0.0591 -0.1526
H -2.5067 0.8007 -0.0743
H 2.0108 -1.3524 0.4638
N -1.9356 -0.0114 0.0407
N 0.2916 1.1915 -0.0052
N 1.4300 0.7824 -0.1001
N 1.3376 -0.4751 -0.0332
O 0.0994 -0.9947 -0.1390
```



Least stable of them? *3*.



*1*
3 unconnected molecules or ions with the total composition C3H12NO2S. Source: OMol25; level of theory: wB97M-V/def2-TZVPD.

**Net charge**: -1
**Orbital gap**: 0.2631 hartree
**HOMO level**: -3.34 eV

The geometry in XYZ format:
```
19
C3H12NO2S (wB97M-V/def2-TZVPD)
C -0.4744 2.0625 -0.4430
C 0.0139 0.7890 -1.1512
C 1.4243 0.4844 -0.6278
S 1.4642 -0.6079 0.9192
N -0.9747 -0.2895 -1.0301
H -1.5555 2.2105 -0.5077
H 0.0013 2.9359 -0.9147
H -0.1442 2.0054 0.6069
H 0.1215 0.9858 -2.2099
H 2.0789 -0.1208 -1.2460
H 1.8973 1.4195 -0.3343
H -0.5190 -1.0523 -0.5195
H -1.6817 0.0344 -0.3848
H -0.8111 0.2869 2.5021
H -0.8285 -1.2052 2.4950
O -1.4403 -0.4523 2.5068
H 0.8971 -2.4768 0.2423
H -0.1866 -3.6005 0.1811
O 0.7173 -3.4089 -0.0844
```



*2*
3 unconnected molecules or ions with the total composition C3H12NO2S. Source: OMol25; level of theory: wB97M-V/def2-TZVPD.

**Net charge**: -1
**Orbital gap**: 0.2491 hartree
**HOMO level**: -2.94 eV

The geometry in XYZ format:
```
19
C3H12NO2S (wB97M-V/def2-TZVPD)
C -0.7314 -1.6865 -0.0261
N -1.6051 -1.0486 1.0197
C -0.8104 -0.4557 2.1431
C 0.1418 0.6973 2.0031
S -0.3704 1.8719 0.4606
H -1.3430 -1.7058 -1.0592
H -0.2083 -2.5629 0.3000
H 0.0276 -0.9619 -0.2444
H -2.2643 -0.5801 0.4924
H -1.3377 -0.1673 3.0685
H -0.1844 -1.2926 2.4605
H 1.1746 0.1974 1.8457
H 0.2772 1.2346 2.8681
H 0.8190 -0.9702 -2.8039
H 1.7348 0.1829 -3.2757
O 1.2140 -0.5057 -3.5067
H 1.4150 3.2056 -1.5879
H 0.6429 2.0983 -1.9665
O 1.4082 2.4495 -2.1913
```



*3*
3 unconnected molecules or ions with the total composition C3H12NO2S. Source: OMol25; level of theory: wB97M-V/def2-TZVPD.

**Net charge**: -1
**Orbital gap**: 0.2286 hartree
**HOMO level**: -2.73 eV

The geometry in XYZ format:
```
19
C3H12NO2S (wB97M-V/def2-TZVPD)
C 0.7430 -0.0547 -0.1472
C -0.4487 -0.5759 -1.0142
S 0.1636 -1.5084 -2.5190
C 1.3675 1.2580 -0.6770
N 1.5454 2.2823 0.3744
H 1.4805 -0.8484 -0.1324
H 0.3463 0.0284 0.8630
H -1.0638 0.1617 -1.5511
H -1.0300 -1.2614 -0.4223
H 0.8296 1.7219 -1.4971
H 2.3539 1.0400 -1.1072
H 0.7449 2.8977 0.4195
H 1.7485 1.9709 1.3115
H -0.5591 -2.5842 -0.0364
H 0.2587 -3.6670 0.5070
O -0.5862 -3.2386 0.6928
H -2.9662 0.2058 2.0671
H -2.3272 1.1043 0.9740
O -2.6006 1.0678 1.8947
```



Least stable of them? *2*.



*1*
7 unconnected molecules or ions with the total composition H14O6S2. Source: OMol25; level of theory: wB97M-V/def2-TZVPD.

**Net charge**: 0
**Orbital gap**: 0.3265 hartree
**HOMO level**: -8.76 eV
**SMILES**: SS.O.O.O.O.O.O

The geometry in XYZ format:
```
22
H14O6S2 (wB97M-V/def2-TZVPD)
S 2.3611 0.4442 -0.1418
S 3.0605 0.8445 1.7134
H 2.4932 -0.7585 -0.5912
H 2.5836 -0.0495 2.5390
H -1.1942 -2.4030 -1.6967
H -1.8464 -1.9222 -0.4218
O -2.0311 -2.4499 -1.1941
H 0.9094 -2.8932 0.0641
H 1.0745 -2.7580 1.5809
O 1.4413 -3.1228 0.7799
H -0.2163 2.9198 -2.2603
H -1.6153 2.8896 -1.6418
O -0.7347 2.4720 -1.6035
H -2.5253 0.7749 -4.1759
H -2.5748 0.5927 -2.7175
O -3.0732 0.9897 -3.4600
H -3.9466 1.6044 1.6371
H -3.4212 0.3126 0.9745
O -3.1940 0.9804 1.5822
H -1.5680 -0.1074 1.3845
H -2.0523 -1.4968 1.7521
O -1.5141 -1.0349 1.1988
```



*2*
7 unconnected molecules or ions with the total composition H14O6S2. Source: OMol25; level of theory: wB97M-V/def2-TZVPD.

**Net charge**: 0
**Orbital gap**: 0.3121 hartree
**HOMO level**: -8.43 eV
**SMILES**: SS.O.O.O.O.O.O

The geometry in XYZ format:
```
22
H14O6S2 (wB97M-V/def2-TZVPD)
S 3.1788 0.0988 -0.0569
S 2.1227 1.6813 -1.1345
H 3.6420 1.0178 0.8123
H 1.8537 0.8382 -2.1054
H -0.4147 -0.7696 2.0952
H -1.2557 -1.7338 1.3508
O -0.9875 -0.7601 1.3345
H -2.3757 -3.5737 2.5578
H -3.5546 -4.6972 2.2019
O -3.0020 -3.9262 1.8783
H 0.4236 -0.8277 -4.1922
H -0.5390 -0.4615 -3.1490
O 0.1219 -0.0550 -3.7036
H -2.8384 -0.2468 -1.5190
H -1.6351 -0.6837 -0.7841
O -1.8856 -0.4481 -1.6999
H -3.4066 2.2920 1.1902
H -3.9946 1.9983 -0.2215
O -4.1537 2.2941 0.6792
H 1.1978 0.8223 2.7851
H 0.9072 0.1238 4.2397
O 0.8026 0.0727 3.2365
```



*3*
7 unconnected molecules or ions with the total composition H14O6S2. Source: OMol25; level of theory: wB97M-V/def2-TZVPD.

**Net charge**: 0
**Orbital gap**: 0.3172 hartree
**HOMO level**: -8.67 eV
**SMILES**: SS.O.O.O.O.O.O

The geometry in XYZ format:
```
22
H14O6S2 (wB97M-V/def2-TZVPD)
S -3.5622 0.2852 0.9810
S -2.7602 1.8259 -0.2134
H -2.9268 -0.7847 0.4240
H -2.4025 1.0802 -1.2320
H 1.6334 0.6117 1.5277
H 1.5432 0.6237 0.0233
O 1.0606 0.3141 0.8141
H 2.3423 -0.3832 -2.5021
H 3.6334 0.3688 -1.8222
O 2.7526 0.5132 -2.2521
H -0.3561 -2.4109 -1.7830
H -0.9522 -1.5648 -2.9323
O -1.2029 -2.2856 -2.2239
H 0.9600 -2.5020 0.4021
H 1.4475 -3.4905 -0.8529
O 1.3514 -2.5864 -0.4851
H 1.2094 3.2429 0.2436
H 0.7742 3.6335 1.6421
O 0.9161 3.9745 0.7923
H -2.1479 -0.8689 3.1941
H -1.7586 0.5358 2.8108
O -1.5548 -0.1324 3.4441
```



Least stable of them? *1*.



*1*
3 unconnected molecules or ions with the total composition C4H9N2OS. Source: OMol25; level of theory: wB97M-V/def2-TZVPD.

**Net charge**: +1
**Orbital gap (spin up / spin down)**: 0.2640 / 0.2801 hartree
**HOMO level (spin up / spin down)**: -11.11 / -11.66 eV

The geometry in XYZ format:
```
17
C4H9N2OS (wB97M-V/def2-TZVPD)
C 0.9439 -0.7370 0.5092
C -1.3462 -0.2775 0.7296
C 2.3619 -0.3190 0.5594
C -3.4206 0.5941 0.0410
N 0.4839 -1.8250 -0.0827
N -0.0377 0.0420 0.9574
O -2.2270 0.6381 0.6008
S -1.2793 -1.9091 -0.1350
H -1.0892 0.9633 -1.8665
H 2.9196 -0.8890 -0.1006
H 2.7138 -0.4127 1.4949
H 2.3751 0.7088 0.3096
H -1.0935 0.0553 -1.8141
H -3.6693 -0.1661 -0.7084
H -4.0174 1.3703 0.2142
H 1.1383 -2.5068 -0.6207
H -0.0025 1.0670 1.0970
```



*2*
2 unconnected molecules or ions with the total composition C4H9N2OS. Source: OMol25; level of theory: wB97M-V/def2-TZVPD.

**Net charge**: +1
**Orbital gap**: 0.3447 hartree
**HOMO level**: -13.20 eV

The geometry in XYZ format:
```
17
C4H9N2OS (wB97M-V/def2-TZVPD)
C -1.4648 -0.0557 0.0323
C 0.7863 0.1241 -0.4297
C -2.9014 0.2818 0.2180
C 3.1026 0.1748 0.3238
N -1.1522 -1.2985 0.2507
N -0.4767 0.7086 -0.4063
O 1.7122 0.4287 0.4875
S 0.3269 -1.7994 -0.3885
H 1.3219 0.2549 -1.8328
H -2.9563 0.3556 1.3552
H -3.6393 -0.5815 -0.1601
H -2.9438 1.2987 -0.2848
H 3.3696 0.6128 -0.6776
H 3.3567 -0.8948 0.3069
H 3.7864 0.6397 0.9628
H -1.7768 -2.0019 0.4412
H -0.4512 1.7520 -0.1985
```



*3*
A molecular structure, C4H9N2OS. Source: OMol25; level of theory: wB97M-V/def2-TZVPD.

**Net charge**: +1
**Orbital gap (spin up / spin down)**: 0.3026 / 0.3024 hartree
**HOMO level (spin up / spin down)**: -12.90 / -12.89 eV

The geometry in XYZ format:
```
17
C4H9N2OS (wB97M-V/def2-TZVPD)
C 0.9381 0.7464 -0.1522
C -1.1230 -0.5361 0.0562
C 2.4209 0.5229 -0.4337
C -1.6387 -1.9115 0.3880
N 0.4376 1.9641 0.1124
N 0.1918 -0.3675 0.0837
O -0.6766 2.0198 0.7771
S -2.0460 0.8038 -0.5427
H 2.8783 1.4843 -0.4698
H 2.4207 0.1597 -1.5020
H 2.9037 -0.3010 0.2164
H -1.9629 -2.5367 -0.5599
H -2.3414 -1.8055 1.2461
H -0.8201 -2.4399 0.7100
H 0.7737 2.7906 -0.1574
H 0.8758 -1.0489 0.3189
H -3.2318 0.4555 -0.0910
```



Least stable of them? *1*.



*1*
2 unconnected molecules or ions with the total composition C7H10N2O3. Source: OMol25; level of theory: wB97M-V/def2-TZVPD.

**Net charge**: 0
**Orbital gap**: 0.2968 hartree
**HOMO level**: -7.26 eV

The geometry in XYZ format:
```
22
C7H10N2O3 (wB97M-V/def2-TZVPD)
C -0.3274 0.1168 -1.5748
C -1.6350 0.8920 0.2845
C -1.6553 0.4728 -1.0926
C 0.5488 0.4042 0.4103
C -4.0280 0.8448 -1.4735
C 2.9153 -1.8154 0.3134
C 2.6324 0.0825 1.7695
N 0.7763 0.0499 -0.8272
N -0.5463 0.7948 1.0220
O 2.5761 0.5160 3.0573
O -2.7026 0.5122 -1.9365
O 2.9212 -1.2937 1.6290
H -0.2471 -0.1117 -2.5596
H -2.4606 1.3637 0.7993
H -4.4995 0.0275 -0.9264
H -4.7224 0.7646 -2.2531
H -4.0075 1.8764 -0.9594
H 2.8693 -1.0231 -0.3925
H 2.1799 -2.5270 0.0206
H 3.8692 -2.3341 0.2391
H 3.1356 0.6663 0.9330
H 2.4075 -0.2796 3.5177
```



*2*
C7H10N2O3 in the gas phase. Source: OMol25; level of theory: wB97M-V/def2-TZVPD.

**Net charge**: 0
**Orbital gap**: 0.3854 hartree
**HOMO level**: -10.02 eV
**SMILES**: O=[N+]([O-])[C@@H]1/C(=N\O)[C@H]2CC[C@@H]1C2

The geometry in XYZ format:
```
22
C7H10N2O3 (wB97M-V/def2-TZVPD)
C 0.5098 -0.5755 -0.6930
C 0.6623 -0.9364 1.6144
C 0.3970 0.5481 1.6965
C -1.4872 -0.4954 0.6085
C -0.2286 -1.3424 0.3626
C -0.0110 0.9370 -0.6253
C -0.7654 0.8583 0.7443
N 1.3429 -1.0398 -1.4854
N -0.8433 1.2477 -1.8537
O -0.3570 1.7562 -2.7957
O -2.0638 1.0211 -1.7671
O 1.9235 -0.1765 -2.4384
H 1.6733 -1.1764 1.4052
H 0.2573 -1.3030 2.5056
H 0.2814 0.8975 2.6357
H 1.3689 1.0772 1.1880
H -2.2656 -0.5195 -0.1485
H -1.9677 -0.9293 1.5248
H -0.2835 -2.4844 0.2692
H 0.9304 1.6257 -0.7062
H -1.3824 1.6415 1.1820
H 2.3086 -0.6317 -3.2235
```



Least stable of them? *2*.



*1*
A gas-phase ion, C7H12NO (charge +1). Source: OMol25; level of theory: wB97M-V/def2-TZVPD.

**Net charge**: +1
**Orbital gap**: 0.3934 hartree
**HOMO level**: -14.35 eV
**SMILES**: CC(C)c1occ[n+]1C

The geometry in XYZ format:
```
21
C7H12NO (wB97M-V/def2-TZVPD)
C -2.4666 -0.2379 0.0537
C -2.1438 -1.5600 -0.0473
C -0.3399 -0.3612 -0.1335
C 1.6466 -1.0507 -1.1780
C 1.9087 0.1764 1.2452
C -1.1110 1.9283 0.1517
C 1.1235 0.0036 -0.1773
N -1.3310 0.5167 -0.0883
O -0.8073 -1.6270 -0.1674
H -3.4496 0.1044 0.0756
H -2.6688 -2.4315 0.2279
H 1.0988 -2.0201 -0.9393
H 2.6573 -1.2852 -1.1135
H 1.3086 -0.7116 -2.2003
H 2.0717 -0.6991 1.8247
H 1.3048 1.0058 1.7944
H 2.9014 0.3285 0.8868
H -1.0568 2.1834 1.1447
H -0.1131 2.2633 -0.2445
H -1.8324 2.4578 -0.4257
H 1.2987 1.0161 -0.6894
```



*2*
A gas-phase ion, C7H12NO (charge +1). Source: OMol25; level of theory: wB97M-V/def2-TZVPD.

**Net charge**: +1
**Orbital gap**: 0.2742 hartree
**HOMO level**: -12.18 eV

The geometry in XYZ format:
```
21
C7H12NO (wB97M-V/def2-TZVPD)
C -3.1792 -0.3688 1.0801
C -3.4256 -0.6138 -0.2118
C 1.1618 0.2032 -0.1179
C -0.0880 0.9338 0.2887
C -2.2503 0.0566 0.0919
C 0.1019 2.5063 -0.1168
C 1.3483 -2.1557 -0.6837
N 1.2631 -1.2038 0.3142
O -1.1695 0.3812 -0.4771
H -3.7274 -0.4228 2.0577
H -3.7325 -1.2295 -1.0593
H 1.1597 0.1841 -1.2091
H 2.0902 0.6299 0.1604
H -0.3393 0.8275 1.3280
H 0.2511 2.3628 -1.2184
H 1.0024 2.6208 0.5244
H -0.8534 2.9773 0.2350
H 2.1628 -1.8452 -1.3946
H 1.5931 -3.1587 -0.3540
H 0.4040 -2.2214 -1.2541
H 0.3918 -1.3809 0.8177
```



Least stable of them? *2*.



*1*
2 unconnected molecules or ions with the total composition CH7NS2. Source: OMol25; level of theory: wB97M-V/def2-TZVPD.

**Net charge**: 0
**Orbital gap**: 0.3387 hartree
**HOMO level**: -9.04 eV
**SMILES**: CN.SS

The geometry in XYZ format:
```
11
CH7NS2 (wB97M-V/def2-TZVPD)
S -0.5203 -0.0654 -1.3994
S -1.8494 -0.7584 0.0488
H 0.0943 -1.2444 -1.4982
H -1.4565 0.0586 1.0373
C 2.2663 0.3828 0.5632
N 1.8967 1.0483 1.8237
H 1.7642 0.8103 -0.2994
H 3.3215 0.5455 0.3376
H 2.0951 -0.6819 0.6849
H 1.0996 0.5626 2.2149
H 1.6194 2.0101 1.6664
```



*2*
2 unconnected molecules or ions with the total composition CH7NS2. Source: OMol25; level of theory: wB97M-V/def2-TZVPD.

**Net charge**: 0
**Orbital gap**: 0.3486 hartree
**HOMO level**: -9.22 eV
**SMILES**: CN.SS

The geometry in XYZ format:
```
11
CH7NS2 (wB97M-V/def2-TZVPD)
S 0.8239 -0.9098 -1.6417
S -0.0542 0.8664 -1.1295
H 0.2292 -1.7552 -0.7951
H 0.6738 1.2871 -0.1050
C -0.0228 0.1339 2.9116
N -1.3872 0.1363 2.4185
H 0.7512 0.3434 2.1530
H 0.1835 -0.8153 3.4073
H 0.0891 0.9148 3.6635
H -1.7153 1.0717 2.2274
H -1.4964 -0.4339 1.5945
```



Least stable of them? *1*.



*1*
C2H2N2O3 in the gas phase. Source: OMol25; level of theory: wB97M-V/def2-TZVPD.

**Net charge**: 0
**Orbital gap**: 0.4012 hartree
**HOMO level**: -10.52 eV
**SMILES**: O=C1NC(=O)N1O

The geometry in XYZ format:
```
9
C2H2N2O3 (wB97M-V/def2-TZVPD)
C -0.9590 0.3536 -0.1603
C 1.1172 0.3406 0.0575
N -0.1765 1.4220 -0.2496
N 0.1453 -0.5785 -0.0518
O -2.1320 0.0723 -0.1332
O 2.2313 0.5947 0.1046
O 0.2835 -1.9583 -0.1373
H -0.2102 2.3194 0.2372
H -0.2996 -2.5657 0.3328
```



*2*
2 unconnected molecules or ions with the total composition C2H2N2O3. Source: OMol25; level of theory: wB97M-V/def2-TZVPD.

**Net charge**: 0
**Orbital gap (spin up / spin down)**: 0.3374 / 0.3074 hartree
**HOMO level (spin up / spin down)**: -12.18 / -10.95 eV

The geometry in XYZ format:
```
9
C2H2N2O3 (wB97M-V/def2-TZVPD)
C -1.0138 1.1514 -0.4028
C -0.1909 0.0112 -0.5821
N -1.6925 2.0821 -0.2905
N -0.4612 -1.2955 -0.0462
O 0.1498 -2.1381 -0.6752
O -1.1060 -1.4119 0.9544
O 1.5178 1.1990 0.9108
H 0.6180 -0.1152 -1.2871
H 2.1788 0.5170 1.4188
```



*3*
2 unconnected molecules or ions with the total composition C2H2N2O3. Source: OMol25; level of theory: wB97M-V/def2-TZVPD.

**Net charge**: 0
**Orbital gap (spin up / spin down)**: 0.3229 / 0.3228 hartree
**HOMO level (spin up / spin down)**: -9.52 / -9.52 eV
**SMILES**: [H]/N=C/N=O.O=C=O

The geometry in XYZ format:
```
9
C2H2N2O3 (wB97M-V/def2-TZVPD)
C -1.0890 -0.1274 0.0389
C 2.1381 0.5366 0.0450
N -0.4609 0.9201 -0.2933
N -0.8552 -1.3789 0.4952
O -0.8933 -2.4320 -0.0803
O 2.4451 1.6132 -0.1072
O 1.9425 -0.5517 0.2604
H -2.2701 -0.3337 0.1757
H -0.9573 1.7538 -0.5344
```



*4*
A molecular structure, C2H2N2O3. Source: OMol25; level of theory: wB97M-V/def2-TZVPD.

**Net charge**: 0
**Orbital gap**: 0.3985 hartree
**HOMO level**: -10.26 eV

The geometry in XYZ format:
```
9
C2H2N2O3 (wB97M-V/def2-TZVPD)
C -0.9450 0.3803 -0.3470
C 1.0237 0.4934 -0.3403
N 0.0006 1.4231 -0.4730
N -0.0223 -0.5731 -0.6371
O -2.0687 0.3544 -0.0082
O 2.1516 0.4635 -0.0384
O -0.0769 -1.9608 -0.3029
H -0.1826 2.3745 -0.6971
H -0.9477 -2.0435 0.0999
```



Least stable of them? *2*.